1.
Computed, not measured: C3H4N2O2S in the gas phase at a distorted geometry, with ωB97M-V/def2-TZVPD.

## Properties
F_max: 6.81 eV/Å
gap between HOMO and LUMO: 9.5 eV
energy above the lowest of the compared OMol25 structures with the same formula, charge and spin: 393.8 kJ/mol
SMILES: C=NNC(=O)C(=O)S
HOMO: -0.3616 Eh

```
! RIJCOSX wB97M-V def2-TZVPD def2/J DEFGRID3
* xyz 0 1
C -0.0080 2.2095 -0.1724
N -0.9921 1.3500 0.2538
N -0.8135 0.2842 -0.6899
C -0.3192 -0.9199 -0.3831
O -0.5850 -1.9309 -0.9647
C 0.6897 -0.8455 0.7086
O 1.3233 0.1447 1.1043
S 0.8578 -2.3843 1.5129
H 0.3478 3.0208 0.6950
H 0.7196 2.0303 -1.2318
H -1.6866 0.1384 -1.2510
H 0.4663 -3.0973 0.4183
*
```

***

2.
Computed, not measured: C26H30O8 in the gas phase, with ωB97M-V/def2-TZVPD.

## Properties
F_max: 0.77 eV/Å
gap between HOMO and LUMO: 8.9 eV
energy above the lowest of the compared OMol25 structures with the same formula, charge and spin: 22.2 kJ/mol
SMILES: CCCCCC(=O)Cc1cc(O)cc2c1C(=O)Oc1cc(O)c(C(=O)O)c(CCCCC)c1O2
HOMO: -0.3247 Eh

```
! RIJCOSX wB97M-V def2-TZVPD def2/J DEFGRID3
* xyz 0 1
C 3.9352 -6.3722 -2.1932
C 2.4881 -5.8938 -2.1874
C 2.1973 -4.8739 -1.0868
C 2.3115 -5.4584 0.3198
C 1.8628 -4.4491 1.3742
C 2.8349 -3.3212 1.5584
O 3.9818 -3.3395 1.1910
C 2.2533 -2.0924 2.2683
C 2.0754 -1.0128 1.2380
C 3.2246 -0.4947 0.6609
C 3.1646 0.4809 -0.3250
O 4.2687 0.9649 -0.9294
C 1.9277 1.0001 -0.6937
C 0.7773 0.5142 -0.1034
C 0.8211 -0.5136 0.8505
C -0.4276 -1.1546 1.3219
O -0.5426 -2.3485 1.4451
O -1.4955 -0.4058 1.6703
C -1.6260 0.9510 1.5569
C -2.4011 1.5710 2.5173
C -2.6721 2.9338 2.4408
O -3.4363 3.4517 3.4003
C -2.1212 3.6961 1.3809
C -2.3298 5.1478 1.4465
O -3.1850 5.6752 2.1428
O -1.4790 5.9111 0.7584
C -1.3870 3.0521 0.3651
C -0.9296 3.7505 -0.8804
C -2.0819 4.2514 -1.7649
C -2.9236 3.1379 -2.3913
C -3.9739 2.5042 -1.4760
C -5.0333 3.4865 -0.9897
C -1.1359 1.6857 0.4739
O -0.4225 1.0442 -0.5300
H 4.1181 -7.0139 -3.0525
H 4.6140 -5.5240 -2.2461
H 4.1629 -6.9383 -1.2940
H 1.8220 -6.7519 -2.0689
H 2.2642 -5.4343 -3.1533
H 2.8881 -4.0336 -1.1820
H 1.1837 -4.4879 -1.2245
H 3.3459 -5.7396 0.5202
H 1.6897 -6.3529 0.3917
H 0.8837 -4.0335 1.1298
H 1.7682 -4.9372 2.3495
H 2.9871 -1.7544 3.0036
H 1.3206 -2.3449 2.7631
H 4.1820 -0.8964 0.9617
H 5.0538 0.5025 -0.6080
H 1.8699 1.7672 -1.4475
H -2.8204 0.9952 3.3250
H -3.6020 4.4031 3.2017
H -1.6870 6.8463 0.9172
H -0.3350 3.0499 -1.4661
H -0.2997 4.5985 -0.6124
H -2.7256 4.9244 -1.2015
H -1.6309 4.8334 -2.5719
H -2.2565 2.3518 -2.7515
H -3.4417 3.5533 -3.2600
H -4.4686 1.7110 -2.0419
H -3.4934 2.0382 -0.6161
H -4.6135 4.2173 -0.3026
H -5.8219 2.9541 -0.4634
H -5.4781 4.0170 -1.8292
*
```

***

3.
Computed, not measured: a molecular structure, C7H14O2 at a distorted geometry, with ωB97M-V/def2-TZVPD.

## Properties
F_max: 18.91 eV/Å
gap between HOMO and LUMO: 10.5 eV
energy above the lowest of the compared OMol25 structures with the same formula, charge and spin: 926.9 kJ/mol
HOMO: -0.3584 Eh

```
! RIJCOSX wB97M-V def2-TZVPD def2/J DEFGRID3
* xyz 0 1
C -0.4005 2.7523 -1.2195
C 0.4071 2.4299 -0.0391
C -0.2055 0.1544 0.3141
C 0.1165 -1.3750 0.1355
C 1.2632 -1.6434 1.1588
C -1.0982 -2.1817 0.5760
C 0.4629 -1.5557 -1.2628
H 0.1965 2.6167 -2.2640
H -1.1997 2.4147 -1.1520
H -0.4212 4.1893 -1.2833
H 1.6371 2.6263 -0.0347
H -0.2851 2.5491 1.0474
H 2.1710 -1.8793 0.7766
H 1.1645 -2.8732 1.7665
H 1.3697 -0.9368 2.1080
H -1.1348 -3.3490 0.2307
H -1.7385 -2.1526 1.5996
H -2.1450 -1.5922 -0.1873
H 0.7271 -2.7444 -1.5827
H 1.2162 -0.8172 -1.7677
H -0.0438 -1.5331 -1.9428
O 0.6431 0.9347 -0.1834
O -1.2416 0.5649 0.7719
*
```

***

4.
Computed, not measured: 2 unconnected molecules or ions with the total composition C4H4O2, with ωB97M-V/def2-TZVPD.

## Properties
F_max: 0.88 eV/Å
gap between HOMO and LUMO: 10.5 eV
energy above the lowest of the compared OMol25 structures with the same formula, charge and spin: 59.2 kJ/mol
SMILES: C=C=C.O=C=O
HOMO: -0.3629 Eh

```
! RIJCOSX wB97M-V def2-TZVPD def2/J DEFGRID3
* xyz 0 1
C -1.4232 -0.7731 0.0925
C -0.8639 0.3362 0.4889
C -0.0947 1.3505 0.7791
H -1.8133 -0.8753 -0.9159
H -1.3919 -1.6678 0.7069
H 0.9451 1.2790 0.4769
H -0.3890 2.2580 1.2923
O 2.7356 0.1542 -0.6108
C 1.9192 -0.6628 -0.7791
O 1.1153 -1.4854 -0.9514
*
```

***

5.
Computed, not measured: a molecular structure, C32H25N6O2RhS, with ωB97M-V/def2-TZVPD.

## Properties
F_max: 0.59 eV/Å
gap between HOMO and LUMO (alpha / beta): 7.1 / 6.4 eV
expectation value of S²: 6.032
HOMO (alpha / beta): -0.2675 / -0.3108 Eh

```
! RIJCOSX wB97M-V def2-TZVPD def2/J DEFGRID3
* xyz 0 5
Rh 0.1301 0.3416 0.2314
S 0.5135 0.8916 2.4945
C 2.1139 0.2764 2.5237
N 2.7594 0.3500 3.7510
N 4.0608 0.5581 3.7036
C 4.7628 1.4268 2.8375
C 6.1463 1.2978 2.7826
C 6.8781 2.1180 1.9414
C 6.2340 3.0678 1.1575
C 4.8547 3.2008 1.2371
C 4.1087 2.3902 2.0797
N 2.7758 -0.2514 1.5138
N 2.0934 -0.3681 0.3697
C 2.9582 -0.5966 -0.7250
C 2.4921 -1.3650 -1.7894
C 3.3082 -1.6038 -2.8817
C 4.5900 -1.0712 -2.9245
C 5.0573 -0.3136 -1.8565
C 4.2545 -0.0816 -0.7524
H 4.5603 0.2379 4.5204
H 6.6410 0.5410 3.3796
H 7.9535 2.0091 1.8939
H 6.8051 3.7053 0.4965
H 4.3446 3.9464 0.6415
H 3.0376 2.5213 2.1491
H 1.5001 -1.7902 -1.7454
H 2.9386 -2.2083 -3.6996
H 5.2243 -1.2496 -3.7828
H 6.0566 0.1015 -1.8814
H 4.6129 0.5061 0.0810
C 0.3205 1.2317 -3.9792
C -0.3898 0.1700 -4.5271
C -0.9714 -0.7712 -3.6941
C -0.8407 -0.6729 -2.3078
C -0.0883 0.3752 -1.7713
C 0.4705 1.3339 -2.6030
C -1.4603 -1.6545 -1.3814
C -2.3662 -2.6445 -1.8441
C -2.9181 -3.5143 -0.9613
C -2.5856 -3.4304 0.4109
C -3.1256 -4.3068 1.3809
C -2.7783 -4.1804 2.6940
C -1.8741 -3.1678 3.0865
C -1.3401 -2.3084 2.1698
C -1.6884 -2.4241 0.8053
N -1.1464 -1.5583 -0.1041
H 0.7655 1.9781 -4.6254
H -0.4943 0.0767 -5.5998
H -1.5191 -1.5908 -4.1397
H 1.0294 2.1554 -2.1722
H -2.6300 -2.6913 -2.8891
H -3.6169 -4.2725 -1.2933
H -3.8185 -5.0746 1.0593
H -3.1926 -4.8503 3.4352
H -1.6021 -3.0685 4.1291
H -0.6524 -1.5316 2.4712
O 0.1119 3.1417 0.0328
C -1.0788 2.8666 0.1206
C -2.2365 3.8414 0.1628
C -3.4623 2.9285 0.2153
C -2.8959 1.5103 0.2161
O -3.5494 0.4920 0.2341
N -1.5222 1.5837 0.1897
H -2.1979 4.4797 -0.7194
H -2.1282 4.4831 1.0367
H -4.1267 3.0353 -0.6413
H -4.0661 3.0563 1.1132
*
```

***

6.
Computed, not measured: 2 unconnected molecules or ions with the total composition C2H10N2O at a distorted geometry, with ωB97M-V/def2-TZVPD.

## Properties
F_max: 4.41 eV/Å
gap between HOMO and LUMO: 9.3 eV
energy above the lowest of the compared OMol25 structures with the same formula, charge and spin: 197.3 kJ/mol
SMILES: CNCN.O
HOMO: -0.3062 Eh

```
! RIJCOSX wB97M-V def2-TZVPD def2/J DEFGRID3
* xyz 0 1
C -0.6588 0.2281 1.1683
N 0.1417 0.5984 -0.0408
C 1.2559 -0.1670 -0.5952
N 2.5383 -0.1143 0.1023
H -1.6441 0.6369 0.9045
H -0.3225 -0.8091 1.3683
H -0.4001 0.8624 1.8912
H 0.0105 1.5594 -0.4605
H 1.4894 0.1104 -1.7019
H 0.9024 -1.2941 -0.6036
H 3.1177 0.6451 0.3502
H 2.7787 -0.9369 0.7106
O -2.8954 -0.4793 -0.5500
H -3.1585 -0.2791 -1.5172
H -1.9522 -0.4159 -0.4115
*
```

***

7.
Computed, not measured: 2 unconnected molecules or ions with the total composition C5H14S at a distorted geometry, with ωB97M-V/def2-TZVPD.

## Properties
F_max: 5.03 eV/Å
gap between HOMO and LUMO: 9.4 eV
energy above the lowest of the compared OMol25 structures with the same formula, charge and spin: 228.7 kJ/mol
SMILES: CCC.CSC
HOMO: -0.3093 Eh

```
! RIJCOSX wB97M-V def2-TZVPD def2/J DEFGRID3
* xyz 0 1
C -1.2784 -1.9388 1.0987
C -1.7153 -0.4289 1.1218
C -3.1767 -0.2306 1.4071
H -1.4281 -2.4140 2.0807
H -0.2155 -1.9820 0.8532
H -1.7186 -2.4645 0.2561
H -1.4900 -0.0387 0.1357
H -1.1819 0.4022 1.5805
H -3.5345 0.7621 1.0365
H -3.7670 -0.8698 0.5854
H -3.6160 -0.5023 2.5003
C 3.8788 0.8643 -1.4192
S 2.3659 -0.1111 -1.1892
C 1.2578 1.1701 -1.4252
H 4.2273 1.2943 -0.4547
H 3.7515 1.8469 -1.9612
H 4.5058 -0.0297 -1.4631
H 1.3117 1.8951 -0.6061
H 1.6238 1.8524 -2.3691
H 0.1994 0.9230 -1.7682
*
```